No. 1
68
Properties=species:S:1:pos:R:3:forces:R:3:lowdin_charge:R:1 method="wB97M-V/def2-TZVPD" e_tot_ev=-80937.77763 e_above_lowest_kj_mol=51.4 lumo_ha=-0.0576 e_homo_ev=-6.70
Pd -0.1134 -0.4708 -1.0621 1.192 -1.834 -0.417 0.544
Cl -2.2717 6.2238 -0.5892 -0.057 0.108 0.036 0.662
C -1.5019 4.7366 -1.0626 0.146 0.052 -0.131 -0.628
C -0.2269 4.7695 -1.5695 -0.199 0.093 0.127 -0.177
C 0.3996 3.5989 -1.9891 0.122 -0.454 -0.194 -0.634
I 2.2969 3.6410 -2.8759 -0.148 0.079 0.156 0.896
C -0.2123 2.3362 -1.9150 0.173 0.250 -0.352 -0.505
O 0.2969 1.2664 -2.3883 -0.486 0.440 0.113 -0.274
C -1.5210 2.3195 -1.2861 -0.116 0.193 0.060 -0.160
N -2.0656 1.0971 -1.0811 -0.099 0.255 -0.118 0.059
C -3.3080 1.0173 -0.6641 0.172 -0.104 0.016 -0.143
C -4.0914 2.1463 -0.3826 -0.075 0.123 0.040 -0.048
C -3.5283 3.3897 -0.4826 -0.046 -0.150 -0.009 -0.023
C -2.1981 3.5159 -0.9364 0.146 -0.115 0.095 -0.181
H 0.2841 5.7188 -1.6576 0.004 -0.001 -0.001 0.094
H -3.7169 0.0185 -0.5337 -0.015 0.012 0.058 0.088
H -5.1200 2.0233 -0.0715 0.009 -0.010 0.032 0.104
H -4.0958 4.2749 -0.2309 0.023 0.025 -0.006 0.090
C 7.0158 -0.2872 -0.7320 0.004 0.004 -0.036 -0.084
C 6.2158 -0.5335 -1.8373 0.029 -0.038 0.014 -0.078
C 4.8575 -0.2600 -1.7792 -0.012 0.089 -0.007 -0.095
C 4.2834 0.2501 -0.6165 -0.132 -0.083 -0.409 -0.368
C 5.0952 0.5065 0.4867 0.002 0.064 -0.029 -0.117
C 6.4556 0.2452 0.4209 0.015 -0.003 0.071 -0.079
P 2.4491 0.2641 -0.5986 -0.074 -0.282 0.924 1.107
C 1.9944 1.5299 0.6447 0.136 0.083 -0.011 -0.361
C 0.7500 1.4394 1.2654 0.159 -0.046 -0.005 -0.113
C 0.3035 2.4423 2.1086 -0.067 -0.056 0.033 -0.075
C 1.0922 3.5625 2.3288 -0.016 0.066 0.002 -0.082
C 2.3203 3.6757 1.6968 0.000 0.035 0.032 -0.073
C 2.7728 2.6649 0.8612 -0.142 -0.015 -0.076 -0.123
C 2.2059 -1.3503 0.2605 -0.191 0.218 -0.162 -0.366
C 3.1429 -2.0583 1.0090 -0.126 -0.128 0.097 -0.067
C 2.9079 -3.3851 1.3316 0.075 0.024 0.031 -0.080
C 1.7490 -4.0023 0.8895 -0.049 0.007 -0.015 -0.082
C 0.7975 -3.2872 0.1741 -0.178 -0.091 -0.242 -0.181
C 1.0052 -1.9495 -0.1284 -0.460 0.849 -0.229 -0.261
H 8.0739 -0.5125 -0.7654 0.003 0.028 -0.010 0.103
H 6.6454 -0.9503 -2.7390 0.000 0.029 -0.008 0.104
H 4.2239 -0.4513 -2.6376 0.029 -0.013 -0.012 0.105
H 4.6700 0.8950 1.4031 -0.026 -0.017 0.002 0.108
H 7.0788 0.4375 1.2854 -0.005 0.015 -0.007 0.105
H 0.1227 0.5646 1.0863 -0.030 0.040 0.080 0.078
H -0.6625 2.3559 2.5903 -0.007 -0.009 -0.024 0.107
H 0.7403 4.3512 2.9812 -0.001 0.009 -0.016 0.104
H 2.9266 4.5603 1.8460 0.008 -0.013 0.001 0.106
H 3.7205 2.7730 0.3535 0.029 0.047 -0.022 0.090
H 4.0662 -1.5912 1.3190 0.059 0.028 -0.079 0.096
H 3.6449 -3.9463 1.8920 -0.012 0.012 0.014 0.104
H 1.5735 -5.0523 1.0877 0.011 0.008 0.062 0.106
H -0.0803 -3.8290 -0.1611 0.043 0.010 0.003 0.022
C -2.2888 -2.3017 0.4000 0.073 -0.189 0.063 -0.389
Te -1.7928 -2.4767 -1.7123 -0.271 -0.193 1.007 1.419
C -3.9687 -2.6327 -1.8997 0.218 0.610 -0.382 -0.385
C -4.5008 -2.9711 -0.5374 0.099 -0.047 0.165 -0.297
C -5.7965 -3.4531 -0.3749 -0.063 0.005 -0.037 -0.039
C -6.2872 -3.7345 0.8889 -0.044 -0.027 -0.032 -0.081
C -5.4826 -3.5463 2.0043 0.072 0.044 0.038 -0.079
C -4.1885 -3.0782 1.8487 -0.069 -0.056 0.021 -0.034
C -3.6922 -2.7935 0.5801 -0.025 -0.028 -0.112 -0.285
H -2.1838 -1.2612 0.7047 -0.001 0.018 -0.121 0.043
H -1.5823 -2.8844 0.9842 0.023 -0.003 -0.041 0.049
H -4.1782 -3.4167 -2.6249 0.134 -0.010 -0.031 0.054
H -4.3939 -1.7025 -2.2780 0.043 0.013 0.007 0.058
H -6.4237 -3.6118 -1.2443 0.003 0.018 -0.001 0.116
H -7.2954 -4.1101 1.0042 0.002 0.001 -0.008 0.104
H -5.8586 -3.7725 2.9934 -0.010 -0.004 -0.007 0.104
H -3.5498 -2.9476 2.7142 -0.004 0.018 -0.002 0.118

No. 2
47
Properties=species:S:1:pos:R:3:forces:R:3:lowdin_charge:R:1 method="wB97M-V/def2-TZVPD" e_tot_ev=-72692.12185 total_charge=+3 s2=1.04 multiplicity=2 lumo_ha="-0.4507 / -0.4137" e_homo_ev="-18.29 / -18.29"
Fe -0.1070 -0.7013 -0.5511 -0.019 -0.129 0.005 0.602
C 1.3468 -2.9840 -2.3666 -0.004 -0.010 0.014 0.003
C 1.1701 -1.6650 -3.0447 0.003 0.011 -0.014 -0.261
C 1.6403 -1.4472 -4.3422 -0.014 0.006 0.002 0.048
C 1.4550 -0.2231 -4.9426 0.007 -0.001 -0.008 0.046
C 0.7736 0.7913 -4.2573 -0.007 0.004 -0.002 0.058
C 0.3260 0.5340 -2.9909 -0.008 -0.019 0.030 -0.162
N 0.5393 -0.6797 -2.3896 0.012 0.074 0.011 0.007
C -0.4754 1.4663 -2.1668 0.018 -0.012 -0.028 -0.135
C -0.9632 2.7141 -2.5084 -0.015 0.006 0.016 0.069
C -1.7783 3.3789 -1.5959 0.018 -0.028 -0.007 0.052
C -2.1188 2.8000 -0.3735 0.005 0.000 -0.009 0.063
C -1.6053 1.5533 -0.0774 -0.013 -0.006 0.028 -0.150
N -0.7935 0.9532 -0.9654 0.013 0.003 -0.001 0.034
C -1.8705 0.6928 1.0953 -0.008 0.024 -0.012 -0.168
C -2.7201 1.0050 2.1242 -0.007 -0.006 0.007 0.050
C -2.9462 0.0439 3.1144 0.013 -0.012 -0.009 0.040
C -2.3277 -1.1854 3.0255 0.003 0.013 -0.010 0.042
C -1.4624 -1.4557 1.9647 -0.006 -0.006 0.039 -0.260
C -0.7847 -2.7832 1.8354 -0.016 -0.018 -0.001 0.007
N -1.2326 -0.5170 1.0326 0.033 0.064 -0.035 0.036
H 0.9479 -3.7838 -2.9916 0.010 0.000 -0.006 0.118
H 0.8352 -3.0316 -1.4009 -0.007 0.004 -0.008 0.049
H 2.4045 -3.1957 -2.2002 0.002 0.003 -0.004 0.116
H 2.1457 -2.2508 -4.8609 -0.002 -0.002 0.001 0.148
H 1.8210 -0.0447 -5.9453 0.000 -0.001 0.001 0.145
H 0.5971 1.7483 -4.7274 0.005 -0.002 -0.004 0.137
H -0.7339 3.1591 -3.4662 -0.006 0.009 0.003 0.140
H -2.1727 4.3548 -1.8492 0.001 0.001 0.000 0.146
H -2.7808 3.3113 0.3109 -0.002 0.004 -0.005 0.138
H -3.2265 1.9594 2.1570 -0.001 0.000 0.004 0.137
H -3.6212 0.2582 3.9330 -0.003 0.000 -0.002 0.144
H -2.5148 -1.9553 3.7622 0.000 0.000 0.001 0.146
H -1.4716 -3.5850 2.1043 0.000 0.000 0.001 0.115
H 0.0685 -2.8491 2.5133 -0.007 -0.002 0.000 0.097
H -0.4352 -2.9811 0.8194 0.006 0.007 0.004 0.061
C 1.7996 1.7728 3.5580 -0.001 0.000 -0.010 -0.001
N 1.6523 1.1902 2.2161 -0.002 -0.016 -0.005 0.005
C 1.9663 -0.0484 1.9221 -0.007 -0.002 0.006 -0.699
N 2.4222 -0.8860 2.8333 0.010 0.003 -0.012 0.191
S 1.9103 -0.6353 0.2494 -0.013 0.029 0.008 0.897
H 1.4207 2.7893 3.5334 -0.002 -0.001 0.001 0.109
H 2.8511 1.8019 3.8474 0.000 -0.003 0.002 0.116
H 1.2207 1.1992 4.2816 0.001 0.001 0.003 0.106
H 1.4549 1.8089 1.4447 0.008 0.007 -0.006 0.144
H 2.6740 -0.5758 3.7634 0.008 -0.003 0.004 0.139
H 2.6988 -1.8216 2.5726 -0.005 0.005 0.006 0.132

No. 3
17
Properties=species:S:1:pos:R:3:forces:R:3:lowdin_charge:R:1 method="wB97M-V/def2-TZVPD" e_tot_ev=-6846.73256 e_above_lowest_kj_mol=655.7 lumo_ha=0.0298 e_homo_ev=-6.95
C -0.5844 -2.4505 -0.0657 -0.061 0.032 -0.018 -0.106
C 0.5066 -1.4012 0.0217 0.092 -0.164 -0.190 -0.131
C -0.2062 0.3288 0.2336 -0.032 -0.085 -0.111 -0.357
C 0.1326 1.1209 1.4713 -0.093 0.020 0.135 -0.098
N 0.7922 1.3020 0.1242 0.007 -0.092 -0.077 -0.184
C 0.3855 2.4236 -0.7115 -0.081 0.177 -0.073 -0.118
H -1.0423 -2.6407 0.9110 0.094 0.049 -0.147 0.085
H -1.3739 -2.1451 -0.7592 0.104 -0.047 0.085 0.076
H -0.1690 -3.3955 -0.4294 -0.047 0.138 0.048 0.079
H 1.3299 -1.6839 0.6968 -0.149 0.164 -0.028 0.132
H 0.9625 -1.1147 -0.9231 -0.093 -0.055 0.125 0.117
H -1.1061 0.2173 -0.3634 0.151 0.047 0.109 0.145
H 0.2030 -0.5722 0.9582 -0.002 0.059 0.138 0.095
H -0.7061 1.8255 1.6161 0.093 -0.069 -0.103 0.029
H 0.5558 2.1971 -1.7711 -0.006 0.017 0.156 0.077
H 0.9946 3.2923 -0.4430 -0.097 -0.155 -0.041 0.081
H -0.6748 2.6963 -0.5666 0.120 -0.034 -0.008 0.078

No. 4
15
Properties=species:S:1:pos:R:3:forces:R:3:lowdin_charge:R:1 method="wB97M-V/def2-TZVPD" e_tot_ev=-9870.29350 e_above_lowest_kj_mol=228.1 lumo_ha=0.0096 smiles="O=C1C=C[C@]2(CN2)C1" e_homo_ev=-9.51
O -3.1721 -0.6790 0.2674 4.412 2.142 -1.229 0.024
C -2.0103 -0.2193 0.0287 -2.650 -1.264 1.269 -0.309
C -1.4989 1.2245 -0.0552 0.273 -2.162 0.116 0.014
C -0.1859 1.2039 0.0953 2.433 0.589 0.799 -0.020
C 0.4926 -0.1297 0.1035 -2.405 0.823 0.053 -0.525
C 1.7840 -0.3473 -0.5584 0.706 -0.040 0.258 -0.110
N 1.6479 -0.4375 0.9117 1.200 1.625 1.439 0.035
C -0.7241 -1.0798 -0.0286 1.507 -1.911 -2.202 -0.038
H -1.9602 2.1542 -0.1277 -1.545 1.015 0.038 0.087
H 0.4653 2.0837 0.3407 -0.816 -0.538 -0.671 0.135
H 2.3521 0.5811 -0.8188 -0.498 -1.358 -0.665 0.122
H 1.8983 -1.3647 -1.0125 0.366 1.393 -0.010 0.123
H 2.1158 0.4541 1.3533 -1.480 -2.160 -1.014 0.139
H -0.5784 -1.4771 -1.1836 -0.912 0.588 2.857 0.178
H -0.6259 -1.9670 0.6842 -0.591 1.258 -1.038 0.145

No. 5
77
Properties=species:S:1:pos:R:3:forces:R:3:lowdin_charge:R:1 method="wB97M-V/def2-TZVPD" e_tot_ev=-113344.70131 total_charge=+1 e_above_lowest_kj_mol=38.3 lumo_ha=-0.1176 e_homo_ev=-10.34
Fe 0.1001 0.0185 -0.6301 -0.008 0.077 0.095 0.416
N -2.1364 -3.3255 0.3663 -0.001 -0.002 0.001 0.143
C -3.4943 -3.0134 0.6288 -0.008 -0.001 0.003 -0.240
C -4.4852 -3.9694 0.4832 0.001 0.015 0.000 -0.010
C -5.8065 -3.6295 0.7372 -0.003 -0.003 0.003 -0.063
C -6.1406 -2.3327 1.0962 -0.008 -0.005 0.000 -0.070
C -5.1489 -1.3683 1.2087 0.017 0.004 -0.002 -0.087
C -3.8239 -1.7180 1.0004 -0.005 -0.021 -0.007 -0.451
S -2.5190 -0.5510 1.2336 0.020 0.019 -0.012 1.036
N -1.3957 -1.1214 0.0750 -0.032 -0.061 0.008 -0.281
C -1.2978 -2.3837 -0.1544 0.004 0.027 0.005 -0.309
C -0.1810 -2.7847 -1.0467 0.007 0.013 0.000 -0.170
C 0.0036 -4.0558 -1.5564 -0.005 0.012 0.003 0.010
C 1.0712 -4.2726 -2.4202 0.003 0.005 -0.001 -0.030
C 1.8903 -3.2122 -2.7533 0.002 -0.010 -0.005 -0.008
C 1.6376 -1.9635 -2.1992 -0.012 -0.009 0.008 -0.060
N 0.6382 -1.7633 -1.3489 -0.021 -0.032 -0.012 0.058
H -1.9557 -4.2822 0.1123 0.001 0.001 0.001 0.129
H -4.2263 -4.9774 0.1814 0.000 -0.001 -0.001 0.119
H -6.5772 -4.3820 0.6431 0.001 -0.001 -0.001 0.113
H -7.1716 -2.0692 1.2859 0.001 0.002 0.000 0.112
H -5.3982 -0.3501 1.4801 -0.005 0.000 0.000 0.112
H -0.6686 -4.8683 -1.3182 0.002 -0.004 -0.003 0.113
H 1.2417 -5.2557 -2.8372 0.001 -0.001 0.000 0.120
H 2.7164 -3.3344 -3.4390 0.001 0.003 0.001 0.121
H 2.2333 -1.0961 -2.4328 0.017 0.020 0.001 0.115
C 5.0178 -2.4773 0.7606 -0.005 -0.001 0.000 0.000
C 4.7740 -1.1427 0.1454 0.005 -0.005 0.001 -0.359
N 3.6188 -0.7040 -0.3051 -0.022 -0.011 -0.033 0.152
C 3.8471 0.5743 -0.7649 -0.024 -0.019 0.012 -0.112
C 5.1720 0.8977 -0.5808 -0.006 0.020 0.000 -0.073
N 5.7325 -0.2039 0.0004 -0.011 0.004 0.017 0.174
C 6.0855 2.0520 -0.8348 0.012 -0.011 -0.047 -0.494
O 5.5879 3.0928 -1.4472 -0.004 0.014 0.025 0.136
O 7.2362 1.9588 -0.4677 0.000 0.005 0.019 0.094
C 2.7903 1.4355 -1.3899 -0.036 0.095 0.109 -0.525
O 3.1612 2.5090 -1.8941 -0.001 0.030 0.019 0.049
O 1.5841 1.0571 -1.3951 0.090 -0.172 -0.197 -0.072
H 4.4128 -3.2313 0.2594 -0.004 0.002 0.006 0.077
H 4.7525 -2.4740 1.8199 0.008 0.002 0.003 0.071
H 6.0651 -2.7648 0.6811 -0.001 -0.005 -0.008 0.083
H 6.7110 -0.2371 0.2485 0.000 0.006 -0.005 0.171
H 4.6085 2.9274 -1.6731 0.007 -0.019 -0.015 0.059
N 0.0352 3.3291 1.8399 0.004 -0.003 0.002 0.147
C -1.0679 4.1869 1.6064 -0.003 0.001 0.003 -0.241
C -1.5302 5.0445 2.5894 -0.001 0.000 -0.007 -0.013
C -2.6191 5.8634 2.3221 -0.003 -0.004 -0.006 -0.068
C -3.2638 5.7934 1.0967 0.002 0.005 0.010 -0.074
C -2.8168 4.9058 0.1269 0.002 -0.008 0.000 -0.087
C -1.7014 4.1216 0.3733 -0.002 -0.008 -0.010 -0.445
S -0.9849 3.0865 -0.8637 -0.004 -0.007 0.017 1.073
N -0.4480 1.8023 0.1366 0.042 0.017 0.020 -0.270
C 0.0816 2.0934 1.2709 -0.011 0.002 -0.002 -0.325
C 0.7872 0.9827 1.9565 -0.002 -0.010 -0.007 -0.160
C 1.2444 1.0355 3.2608 -0.005 0.002 -0.013 0.018
C 1.8780 -0.0788 3.7910 0.002 -0.022 -0.010 -0.023
C 2.0232 -1.2029 3.0004 0.000 0.016 0.016 -0.023
C 1.5422 -1.1728 1.7007 -0.003 0.012 -0.009 -0.091
N 0.9375 -0.1077 1.1866 0.005 0.017 0.023 0.065
H 0.5309 3.4663 2.7040 0.003 -0.003 -0.002 0.134
H -1.0359 5.0842 3.5529 0.000 0.001 0.001 0.118
H -2.9666 6.5519 3.0799 0.001 0.000 0.001 0.111
H -4.1142 6.4292 0.8935 -0.001 -0.001 -0.002 0.110
H -3.3136 4.8414 -0.8327 -0.005 0.003 0.000 0.109
H 1.0989 1.9134 3.8739 0.000 0.001 -0.001 0.116
H 2.2419 -0.0667 4.8091 0.001 0.002 0.001 0.121
H 2.5023 -2.0958 3.3760 0.002 -0.002 -0.002 0.114
H 1.6583 -2.0184 1.0392 0.000 -0.006 -0.003 0.111
C -2.1183 0.5846 -4.3506 0.002 -0.002 -0.002 0.027
C -1.9073 0.4574 -2.8711 0.005 0.004 -0.008 -0.540
N -2.9861 0.5294 -2.0804 0.009 0.002 0.013 0.201
O -0.7646 0.2729 -2.4398 -0.014 0.012 -0.011 -0.031
H -3.1224 0.9127 -4.6096 -0.003 -0.004 -0.002 0.083
H -1.9279 -0.3831 -4.8147 0.003 -0.001 -0.002 0.097
H -1.3857 1.2880 -4.7416 -0.004 0.004 0.002 0.102
H -3.8787 0.7838 -2.4636 0.001 -0.002 -0.004 0.117
H -2.8715 0.5582 -1.0772 -0.004 -0.001 0.003 0.046